1.
Molecular formula: C37H38GeN5O2RuS
Method: DFT, wB97M-V/def2-TZVPD

## Properties
HOMO-LUMO gap (alpha / beta) = 5.8122 / 5.9925 eV
HOMO level (alpha / beta) = -6.4 / -6.5 eV
⟨S²⟩ = 0.82
LUMO (alpha / beta) = -0.60 / -0.54 eV
Multiplicity = 2

Atoms and positions in Å:
Ru 0.28 1.33 -0.77
O -3.00 5.61 -0.58
C -3.85 4.59 -0.78
C -5.22 4.87 -0.80
C -6.14 3.86 -0.99
C -5.73 2.54 -1.13
C -4.38 2.25 -1.12
C -3.42 3.26 -0.98
C -2.01 2.87 -1.01
O -1.69 1.66 -1.27
N -1.10 3.82 -0.76
N 0.14 3.31 -0.73
C 1.25 4.01 -0.59
C 2.43 3.24 -0.48
C 3.72 3.79 -0.38
C 4.81 2.98 -0.29
C 4.62 1.59 -0.30
C 3.34 1.10 -0.41
N 2.26 1.87 -0.51
H -2.09 5.24 -0.63
H -5.52 5.90 -0.67
H -7.20 4.11 -1.01
H -6.46 1.75 -1.23
H -4.03 1.23 -1.22
H 1.23 5.10 -0.55
H 3.82 4.87 -0.40
H 5.81 3.38 -0.24
H 5.46 0.91 -0.22
H 3.15 0.04 -0.46
C 0.96 -0.04 5.59
C 1.96 0.20 4.46
N 1.33 0.09 3.15
C 0.54 1.01 2.58
S -0.65 0.53 1.46
N 0.69 2.28 2.96
C -0.13 3.40 2.51
C -1.34 3.63 3.40
H 1.48 -0.05 6.55
H 0.46 -1.00 5.45
H 0.20 0.74 5.61
H 2.74 -0.56 4.49
H 2.44 1.17 4.56
H 1.13 -0.85 2.83
H 1.28 2.46 3.76
H -0.46 3.18 1.50
H 0.51 4.28 2.49
H -2.01 2.77 3.35
H -1.88 4.51 3.05
H -1.05 3.80 4.43
C 0.65 -0.38 -1.76
Ge 0.33 -2.25 -1.43
C 1.09 -2.93 0.26
C 2.48 -2.86 0.42
C 3.10 -3.40 1.54
C 2.34 -4.01 2.53
C 0.96 -4.05 2.40
C 0.34 -3.52 1.28
C 1.35 -3.26 -2.81
C 1.05 -3.02 -4.15
C 1.73 -3.67 -5.17
C 2.74 -4.57 -4.86
C 3.05 -4.83 -3.53
C 2.35 -4.18 -2.52
C -1.55 -2.82 -1.63
C -2.49 -1.96 -2.21
C -3.78 -2.39 -2.45
C -4.16 -3.69 -2.12
C -3.24 -4.54 -1.54
C -1.94 -4.12 -1.30
H 0.41 -0.10 -2.80
H 3.07 -2.40 -0.36
H 4.18 -3.35 1.63
H 2.82 -4.45 3.39
H 0.36 -4.51 3.18
H -0.74 -3.55 1.18
H 0.26 -2.31 -4.40
H 1.48 -3.46 -6.20
H 3.28 -5.07 -5.65
H 3.83 -5.53 -3.29
H 2.60 -4.40 -1.49
H -2.20 -0.95 -2.45
H -4.50 -1.72 -2.91
H -5.17 -4.03 -2.32
H -3.54 -5.55 -1.27
H -1.22 -4.80 -0.86

Quick look at the Mulliken charges, all values in e: number 1, Ru, carries 0.327; number 2, O, carries -0.683; number 3, C, carries 0.368; number 4, C, carries -0.650; number 5, C, carries -0.310; number 6, C, carries -0.824; number 7, C, carries -0.554; number 8, C, carries 0.211; number 9, C, carries 0.763; number 10, O, carries -0.780; number 11, N, carries -0.823; number 12, N, carries -0.029; number 13, C, carries -0.606; number 14, C, carries 0.845; number 15, C, carries -1.129; number 16, C, carries -0.277; number 17, C, carries -0.816; number 18, C, carries 0.079; number 19, N, carries 0.173; number 20, H, carries 0.620; number 21, H, carries 0.436; number 22, H, carries 0.366; number 23, H, carries 0.415; number 24, H, carries 0.602; number 25, H, carries 0.428; number 26, H, carries 0.436; number 27, H, carries 0.422; number 28, H, carries 0.453; number 29, H, carries 0.145; number 30, C, carries -0.916; number 31, C, carries -0.753; number 32, N, carries 0.049; number 33, C, carries 0.608; number 34, S, carries -0.392; number 35, N, carries 0.024; number 36, C, carries -0.042; number 37, C, carries -1.292; number 38, H, carries 0.392; number 39, H, carries 0.265; number 40, H, carries 0.241; number 41, H, carries 0.387; number 42, H, carries 0.353; number 43, H, carries -0.038; number 44, H, carries 0.215; number 45, H, carries -0.175; number 46, H, carries 0.434; number 47, H, carries 0.242; number 48, H, carries 0.412; number 49, H, carries 0.392; number 50, C, carries -0.710; number 51, Ge, carries 1.538; number 52, C, carries 0.465; number 53, C, carries -0.783; number 54, C, carries -1.138; number 55, C, carries -0.550; number 56, C, carries -0.737; number 57, C, carries -0.280; number 58, C, carries 0.210; number 59, C, carries -0.557; number 60, C, carries -0.652; number 61, C, carries -0.434; number 62, C, carries -0.651; number 63, C, carries -0.107; number 64, C, carries 0.094; number 65, C, carries -0.435; number 66, C, carries -0.527; number 67, C, carries -0.459; number 68, C, carries -0.695; number 69, C, carries -0.129; number 70, H, carries 0.420; number 71, H, carries 0.629; number 72, H, carries 0.447; number 73, H, carries 0.411; number 74, H, carries 0.417; number 75, H, carries 0.469; number 76, H, carries 0.311; number 77, H, carries 0.383; number 78, H, carries 0.370; number 79, H, carries 0.390; number 80, H, carries 0.363; number 81, H, carries 0.259; number 82, H, carries 0.426; number 83, H, carries 0.377; number 84, H, carries 0.396; number 85, H, carries 0.450

=====

2.
Molecular formula: C37H38IKN6O4Sb2
Method: DFT, wB97M-V/def2-TZVPD

## Properties
HOMO-LUMO gap = 7.5099 eV
HOMO level = -7.6 eV
LUMO = -0.14 eV

Atoms and positions in Å:
K -0.07 -0.43 0.66
C -1.58 -0.57 5.20
C -2.95 -0.43 5.11
C -3.58 -0.79 3.93
C -2.81 -1.28 2.88
N -1.49 -1.38 2.95
C -0.89 -1.04 4.09
C -3.46 -1.72 1.61
C -4.72 -2.29 1.62
C -5.28 -2.68 0.41
C -4.56 -2.49 -0.75
C -3.29 -1.93 -0.67
N -2.75 -1.54 0.49
C -2.46 -1.72 -1.90
C -2.67 -2.46 -3.05
C -1.91 -2.19 -4.18
C -0.97 -1.19 -4.12
C -0.80 -0.52 -2.92
N -1.52 -0.77 -1.83
H -1.04 -0.31 6.10
H -3.52 -0.04 5.95
H -4.65 -0.68 3.82
H 0.19 -1.15 4.11
H -5.24 -2.45 2.55
H -6.27 -3.12 0.38
H -4.98 -2.76 -1.71
H -3.41 -3.25 -3.07
H -2.06 -2.77 -5.09
H -0.35 -0.93 -4.97
H -0.06 0.27 -2.84
O 1.98 0.02 2.31
C 2.86 -0.73 2.73
C 3.20 -2.05 2.29
C 4.25 -2.66 3.00
C 4.66 -3.93 2.69
C 4.04 -4.65 1.64
C 3.03 -4.09 0.93
C 2.54 -2.76 1.20
O 1.61 -2.27 0.53
N 5.74 -4.54 3.44
O 6.25 -3.90 4.35
O 6.09 -5.66 3.13
H 3.50 -0.37 3.56
H 4.74 -2.13 3.80
H 4.39 -5.65 1.42
H 2.54 -4.63 0.13
C 5.04 0.81 -2.45
Sb 3.43 0.34 -1.08
C 2.56 -1.20 -2.30
C 2.15 2.04 -1.54
C 1.54 2.28 -2.90
C 2.09 1.72 -4.05
C 1.51 1.89 -5.30
C 0.37 2.66 -5.42
C -0.17 3.27 -4.30
C 0.40 3.11 -3.03
C -0.22 3.81 -1.87
Sb -1.68 2.58 -0.82
C -2.55 4.27 0.18
C -3.06 2.59 -2.46
H 4.88 0.37 -3.43
H 5.97 0.42 -2.04
H 5.13 1.89 -2.56
H 2.21 -0.83 -3.26
H 1.76 -1.69 -1.75
H 3.35 -1.93 -2.46
H 2.76 2.90 -1.23
H 1.35 2.00 -0.78
H 2.98 1.12 -3.96
H 1.97 1.43 -6.17
H -0.10 2.81 -6.39
H -1.04 3.90 -4.40
H -0.77 4.69 -2.20
H 0.53 4.13 -1.14
H -2.67 5.09 -0.53
H -1.91 4.59 1.00
H -3.53 4.01 0.58
H -3.22 3.60 -2.82
H -4.02 2.18 -2.13
H -2.68 1.97 -3.27
I -2.54 3.61 5.82
C -1.33 2.81 4.37
C 0.01 2.52 4.47
N 0.36 1.97 3.30
N -0.66 1.89 2.43
C -1.70 2.40 3.08
H 0.70 2.65 5.28
H 1.23 1.50 3.04
H -2.67 2.46 2.60

Quick look at the Mulliken charges, all values in e: number 1, K, carries 1.680; number 2, C, carries -0.761; number 3, C, carries -0.538; number 4, C, carries -0.869; number 5, C, carries 0.906; number 6, N, carries -0.266; number 7, C, carries -0.096; number 8, C, carries 0.027; number 9, C, carries -0.871; number 10, C, carries -0.774; number 11, C, carries -0.978; number 12, C, carries 0.406; number 13, N, carries 0.540; number 14, C, carries 0.385; number 15, C, carries -0.846; number 16, C, carries -0.818; number 17, C, carries -0.857; number 18, C, carries -0.809; number 19, N, carries 0.597; number 20, H, carries 0.440; number 21, H, carries 0.528; number 22, H, carries 0.436; number 23, H, carries 0.401; number 24, H, carries 0.480; number 25, H, carries 0.431; number 26, H, carries 0.364; number 27, H, carries 0.458; number 28, H, carries 0.421; number 29, H, carries 0.570; number 30, H, carries 0.869; number 31, O, carries -0.547; number 32, C, carries -0.654; number 33, C, carries 1.188; number 34, C, carries -0.298; number 35, C, carries -0.546; number 36, C, carries -0.382; number 37, C, carries -0.702; number 38, C, carries -0.468; number 39, O, carries -0.319; number 40, N, carries 1.010; number 41, O, carries -0.647; number 42, O, carries -0.647; number 43, H, carries 0.185; number 44, H, carries 0.513; number 45, H, carries 0.491; number 46, H, carries 0.465; number 47, C, carries -1.345; number 48, Sb, carries 0.653; number 49, C, carries -1.349; number 50, C, carries -1.330; number 51, C, carries 0.517; number 52, C, carries -0.057; number 53, C, carries -1.121; number 54, C, carries -0.661; number 55, C, carries -0.842; number 56, C, carries 1.559; number 57, C, carries -1.737; number 58, Sb, carries 0.337; number 59, C, carries -1.494; number 60, C, carries -1.366; number 61, H, carries 0.379; number 62, H, carries 0.368; number 63, H, carries 0.392; number 64, H, carries 0.465; number 65, H, carries 0.214; number 66, H, carries 0.586; number 67, H, carries 0.536; number 68, H, carries -0.079; number 69, H, carries 0.280; number 70, H, carries 0.442; number 71, H, carries 0.423; number 72, H, carries 0.368; number 73, H, carries 0.711; number 74, H, carries 0.503; number 75, H, carries 0.476; number 76, H, carries 0.406; number 77, H, carries 0.397; number 78, H, carries 0.391; number 79, H, carries 0.431; number 80, H, carries 0.329; number 81, I, carries 0.109; number 82, C, carries -0.918; number 83, C, carries -0.346; number 84, N, carries 0.207; number 85, N, carries -0.082; number 86, C, carries -0.272; number 87, H, carries 0.498; number 88, H, carries 0.310; number 89, H, carries 0.618

=====

For reference, total energy by record: -4426.9111 -3440.3048 hartree.